(1)
61
Properties=species:S:1:pos:R:3:lowdin_charge:R:1 method="wB97M-V/def2-TZVPD" multiplicity=1 homo_ev=-9.7
C -2.71971 -0.69725 -1.05644 -0.242
N -1.60491 0.23187 -1.04356 -0.085
C -1.98451 1.58818 -1.55015 -0.167
C -0.65905 2.43022 -1.24570 -0.356
C 0.49198 2.03722 -2.18282 -0.073
C -1.15379 3.84358 -1.54157 -0.079
C -3.79731 -0.39498 0.03144 -0.220
C -3.14350 -0.33093 1.41687 -0.112
H -2.28123 -1.69067 -0.89502 0.088
H -3.20184 -0.70299 -2.10016 0.134
H -0.94163 -0.20323 -1.66773 0.091
H -2.86320 1.95846 -1.00357 0.103
H -2.37966 1.68432 -2.60300 0.137
H -0.48647 2.21509 -0.21830 0.081
H 0.95574 2.63535 -2.98372 0.096
H 0.28123 1.17823 -2.83258 0.064
H 1.40832 1.80060 -1.59740 0.055
H -0.75234 4.51156 -0.71429 0.102
H -0.87675 4.31309 -2.46679 0.067
H -2.22774 3.95216 -1.51780 0.058
H -4.50264 -1.21890 0.11396 0.106
H -4.18283 0.58160 -0.20630 0.082
H -2.95486 -1.33359 1.83416 0.071
H -3.90500 0.25768 2.05370 0.104
H -2.17604 0.15204 1.57647 0.031
H 3.84041 2.83177 1.29108 0.013
H 3.27975 3.12432 2.63830 0.037
O 4.06177 2.73733 2.22181 -0.053
H 1.99802 -3.09705 -1.07006 0.011
H 3.26049 -3.17304 -1.90018 0.051
O 2.33463 -2.91799 -1.95793 -0.052
H 0.04665 -4.05141 -1.47377 0.040
H -0.92465 -2.92764 -1.19204 0.010
O -0.44406 -3.64020 -0.75339 -0.042
H -0.29977 -3.20100 1.42056 0.046
H 0.26458 -4.32106 2.17290 0.076
O 0.35233 -3.35272 2.14841 -0.063
H 0.14053 0.18383 1.99319 0.018
H -0.24011 0.01248 0.61060 0.033
O 0.59646 0.01388 1.13647 -0.095
H 0.27574 2.20855 3.01359 0.044
H -0.50866 1.04493 3.84805 0.026
O -0.46899 1.60746 3.04780 -0.074
H 3.12616 -2.29195 2.08039 0.007
H 1.91377 -2.93318 1.55480 -0.026
O 2.88430 -2.94182 1.40454 -0.089
H 2.26774 1.98464 0.32909 0.038
H 0.90338 1.89531 0.64047 -0.007
O 1.56549 2.60764 0.56557 -0.077
H -0.17339 -1.03535 4.12577 0.054
H 1.27635 -0.62186 4.23871 0.045
O 0.36075 -0.32357 4.52090 -0.089
H 3.00733 0.19445 2.67255 0.068
H 1.94286 -0.77333 2.21713 0.013
O 2.48395 -0.55456 2.99220 -0.055
H 2.35277 0.66720 -2.71977 -0.002
H 1.76778 -0.59654 -3.45956 0.006
O 2.44174 0.09291 -3.48796 -0.062
H -0.30290 -2.06318 -4.76543 0.049
H 0.55399 -2.84056 -3.86308 0.028
O -0.27943 -2.34743 -3.84141 -0.060



(2)
64
Properties=species:S:1:pos:R:3:lowdin_charge:R:1 method="wB97M-V/def2-TZVPD" multiplicity=1 homo_ev=-9.5
C -1.13168 1.42695 0.09797 -0.215
C -1.80197 2.55721 -0.70180 -0.094
C -1.85499 0.04949 -0.02442 -0.191
N -0.82418 -0.97001 -0.34404 -0.198
C -0.17826 -1.14603 0.98076 -0.060
C -3.00457 -2.52235 -0.67083 -0.055
C -1.50323 -2.18019 -0.89586 -0.322
C -1.48533 -1.87631 -2.41371 -0.052
H -0.11088 1.35016 -0.32246 0.092
H -1.01740 1.60071 1.19093 0.086
H -2.91688 2.34797 -0.79243 0.087
H -1.82088 3.55899 -0.26814 0.068
H -1.47537 2.62651 -1.76755 0.058
H -2.51502 -0.25980 0.84976 0.099
H -2.55809 0.38241 -0.75527 0.099
H 0.76672 -1.72423 0.93838 0.063
H -0.73078 -1.88897 1.63284 0.125
H -0.01477 -0.20858 1.50487 0.066
H -3.45555 -2.75346 -1.59372 0.040
H -3.56095 -1.74099 -0.17885 0.044
H -3.24159 -3.51468 -0.23010 0.094
H -0.88776 -3.05721 -0.66104 0.128
H -2.49339 -1.86618 -2.80412 0.067
H -0.84254 -2.60486 -2.83215 0.054
H -1.13801 -0.87637 -2.63451 0.053
H 1.43867 -3.60863 0.01138 0.031
H 2.58988 -3.59737 -0.87869 0.027
O 2.41182 -3.62455 0.07558 -0.074
H -3.28943 -0.83864 2.15883 0.025
H -4.70892 -1.32620 1.72601 0.034
O -3.88063 -1.61943 2.06701 -0.058
H 2.47196 1.91230 2.29403 -0.007
H 3.20953 3.13242 2.93360 0.061
O 2.72381 2.31108 3.14160 -0.080
H 0.44279 -0.50336 -1.28289 0.033
H 1.61117 0.40045 -1.83776 0.000
O 1.03068 -0.32136 -2.10562 -0.120
H 1.95853 0.12982 4.01825 0.023
H 1.85579 -0.88809 2.91102 -0.036
O 1.31294 -0.37152 3.52065 -0.074
H 2.77403 2.30021 -2.37818 0.010
H 3.71952 1.05293 -2.83334 0.074
O 3.18751 1.43310 -2.12898 -0.084
H 2.59989 0.33962 0.42211 0.040
H 3.09215 1.72932 -0.28474 0.030
O 2.62496 1.30506 0.45500 -0.057
H -1.02938 1.28054 -3.60111 0.088
H 0.38463 0.96811 -3.29671 -0.009
O -0.09433 1.63113 -3.82127 -0.094
H -2.76532 1.33961 3.10626 0.018
H -2.10188 2.69691 3.12823 -0.055
O -2.90322 2.27782 3.01404 -0.024
H -0.19003 2.61280 4.57278 0.088
H 0.57811 2.05231 3.34367 -0.018
O -0.17320 2.58549 3.57990 -0.066
H 3.94517 -1.80854 2.67509 0.061
H 2.80049 -2.22490 1.48217 0.039
O 3.16932 -1.61326 2.16949 -0.048
H 1.81419 -3.38836 -3.05565 0.060
H 1.42773 -2.13854 -2.23610 0.011
O 1.31892 -3.09031 -2.29917 -0.051
H 1.52271 4.11865 -2.11857 0.066
H 1.06234 3.07686 -3.12881 0.034
O 1.85444 3.56629 -2.82363 -0.031



(3)
20
Properties=species:S:1:pos:R:3:lowdin_charge:R:1 method="wB97M-V/def2-TZVPD" multiplicity=1 homo_ev=-6.5 charge=-1
Li -1.71018 -1.68183 -1.06051 0.684
Br -1.17301 2.75894 0.73687 0.776
C 0.56665 1.99808 0.80882 -0.602
C 1.57983 2.80544 1.31143 -0.152
C 2.86568 2.31042 1.42474 -0.102
C 3.13393 0.99894 1.04910 -0.090
C 2.11104 0.20594 0.56556 -0.026
C 0.80531 0.68809 0.42169 -0.154
C -0.21004 -0.28179 -0.16939 -0.682
O 0.04012 -1.50507 -0.03391 -0.073
O -1.20196 0.16800 -0.78333 -0.119
H 1.35392 3.81931 1.61165 0.087
H 3.65159 2.94699 1.81162 0.096
H 4.13328 0.59228 1.13855 0.095
H 2.28052 -0.82487 0.28777 0.113
O -2.51439 -2.61023 -2.64099 -0.425
Cl -3.67849 -3.01974 -1.83637 0.655
O -4.79090 -2.16513 -2.11876 -0.333
O -4.00996 -4.38368 -2.07810 -0.327
O -3.23297 -2.82010 -0.44644 -0.421



Energy list, top to bottom, in eV: -33983.548 -36063.215 -102376.999
Energy above the lowest of the compared OMol25 structures with the same formula, charge and spin list, top to bottom, in eV: 4.1882 4.1369 0.0000
Gap between HOMO and LUMO list, top to bottom, in hartree: 0.3588 0.3573 0.3407